[1]
DFT (wB97M-V/def2-TZVPD) results for a 4-piece molecular cluster, CH10O3S2 overall.

```
! wB97M-V def2-TZVPD RIJCOSX def2/J DEFGRID3
* xyz 0 1
C -0.48 -0.08 2.43
S -1.20 0.77 0.98
S -0.45 -0.52 -0.57
H -0.96 0.48 3.23
H -0.76 -1.13 2.46
H 0.59 0.13 2.46
H 0.28 -1.17 0.33
O 4.15 2.42 -2.40
H 4.28 1.63 -2.93
H 4.36 2.12 -1.50
O -0.82 2.83 -1.65
H -0.16 2.83 -0.95
H -0.66 2.06 -2.20
O -0.51 -5.09 1.13
H 0.31 -5.21 0.64
H -0.81 -5.99 1.32
*
```

Results
Energy relative to the best compared isomer or geometry (same formula, charge and spin) ... 0.926 eV
Kohn-Sham gap ... 0.3148 Ha
Maximum force ... 1.347 eV/Å
SMILES ... CSS.O.O.O

Here are the Mulliken charges for atoms 1 to 2, given in e: number 1, C, carries -0.97; number 2, S, carries 0.03

[2]
DFT (wB97M-V/def2-TZVPD) results for one molecule with the formula C20H25N3S.

```
! wB97M-V def2-TZVPD RIJCOSX def2/J DEFGRID3
* xyz 0 1
C 3.68 2.13 -1.41
C 3.46 0.64 -1.61
N 3.04 0.03 -0.36
C 2.46 -1.18 -0.29
S 2.13 -2.01 -1.69
N 2.22 -1.71 0.95
C 1.24 -2.78 1.05
C -0.11 -2.17 1.50
N -0.09 -0.77 1.15
C -1.38 -0.13 1.00
C -2.27 -0.86 0.02
C -3.64 -0.88 0.22
C -4.48 -1.50 -0.70
C -3.95 -2.11 -1.82
C -2.58 -2.09 -2.03
C -1.74 -1.47 -1.12
C -1.21 1.27 0.44
C -0.36 1.49 -0.64
C -0.23 2.75 -1.18
C -0.94 3.82 -0.66
C -1.79 3.60 0.42
C -1.92 2.34 0.96
C 0.80 -0.06 2.04
C 2.12 -0.86 2.11
H 2.78 2.59 -1.02
H 3.93 2.60 -2.35
H 4.49 2.31 -0.71
H 2.68 0.46 -2.35
H 4.38 0.16 -1.98
H 3.37 0.48 0.47
H 1.14 -3.25 0.07
H 1.60 -3.52 1.77
H -0.26 -2.31 2.59
H -0.93 -2.67 0.99
H -1.91 -0.06 1.97
H -4.06 -0.41 1.09
H -5.54 -1.51 -0.53
H -4.60 -2.59 -2.54
H -2.15 -2.56 -2.90
H -0.68 -1.47 -1.28
H 0.20 0.66 -1.04
H 0.43 2.91 -2.02
H -0.84 4.80 -1.08
H -2.36 4.43 0.83
H -2.59 2.18 1.80
H 0.38 0.05 3.05
H 0.98 0.94 1.63
H 2.99 -0.20 2.21
H 2.12 -1.52 2.98
*
```

Results
Energy relative to the best compared isomer or geometry (same formula, charge and spin) ... 0.393 eV
Kohn-Sham gap ... 0.3144 Ha
Maximum force ... 0.860 eV/Å
SMILES ... CCNC(=S)N1CCN(C(c2ccccc2)c2ccccc2)CC1

Here are the Mulliken charges for atoms 1 to 2, given in e: number 1, C, carries -1.41; number 2, C, carries -0.51

[3]
DFT (wB97M-V/def2-TZVPD) results for H20HeO10 as an isolated structure.

```
! wB97M-V def2-TZVPD RIJCOSX def2/J DEFGRID3
* xyz 0 1
He 0.25 -0.02 -0.10
O -1.97 1.54 0.46
H -1.77 0.68 0.83
H -2.81 1.41 0.01
O 2.99 1.03 -0.29
H 3.56 1.57 -0.83
H 2.33 1.63 0.04
O 0.61 2.81 0.07
H 0.65 3.14 0.96
H -0.27 2.43 -0.01
O -0.63 1.83 -3.17
H -0.62 2.78 -3.10
H -1.55 1.60 -3.13
O -2.22 -2.00 -1.15
H -1.90 -1.51 -0.39
H -1.72 -2.81 -1.15
O 2.20 -1.74 -0.67
H 2.06 -1.88 -1.60
H 2.23 -0.78 -0.57
O -1.39 -0.92 1.48
H -2.03 -1.40 2.01
H -0.68 -0.72 2.09
O 2.95 -2.15 2.09
H 2.62 -2.26 1.20
H 2.75 -2.98 2.52
O 0.86 -0.58 3.16
H 1.35 0.17 3.48
H 1.53 -1.15 2.76
O -2.95 0.19 -2.67
H -3.60 0.70 -2.19
H -2.85 -0.62 -2.15
*
```

Results
Energy relative to the best compared isomer or geometry (same formula, charge and spin) ... 0.138 eV
Kohn-Sham gap ... 0.3989 Ha
Maximum force ... 1.227 eV/Å

Here are the Mulliken charges for atoms 1 to 2, given in e: number 1, He, carries 0.02; number 2, O, carries -0.66

[4]
DFT (wB97M-V/def2-TZVPD) results for one molecule with the formula C3H5ClOS.

```
! wB97M-V def2-TZVPD RIJCOSX def2/J DEFGRID3
* xyz 0 1
O 0.64 1.91 -0.22
C -0.20 0.94 0.43
C 0.22 -0.50 0.57
S 1.79 -1.02 -0.05
C -0.88 -0.14 -0.42
Cl -2.54 -0.57 -0.05
H 1.31 1.30 -0.61
H -0.87 1.33 1.20
H -0.10 -1.09 1.43
H 1.31 -2.03 -0.80
H -0.67 -0.13 -1.50
*
```

Results
Energy relative to the best compared isomer or geometry (same formula, charge and spin) ... 1.259 eV
Kohn-Sham gap ... 0.3685 Ha
Maximum force ... 2.420 eV/Å
SMILES ... O[C@@H]1[C@H](S)[C@H]1Cl

Here are the Mulliken charges for atoms 1 to 2, given in e: number 1, O, carries -0.48; number 2, C, carries -0.32

[5]
DFT (wB97M-V/def2-TZVPD) results for one molecule with the formula C6H5NO.

```
! wB97M-V def2-TZVPD RIJCOSX def2/J DEFGRID3
* xyz 0 1
C -1.70 0.08 -0.05
C -0.88 1.13 -0.07
C 0.49 0.64 0.03
C 1.89 0.98 0.00
N 2.63 -0.13 -0.04
O 1.73 -1.17 -0.07
C 0.46 -0.71 0.06
C -0.88 -1.25 0.00
H -2.76 0.15 0.00
H -1.12 2.18 -0.05
H 2.30 1.94 0.09
H -1.12 -2.03 -0.82
H -1.05 -1.81 0.94
*
```

Results
Energy relative to the best compared isomer or geometry (same formula, charge and spin) ... 1.365 eV
Kohn-Sham gap ... 0.3580 Ha
Maximum force ... 3.049 eV/Å
SMILES ... C1=Cc2cnoc2C1

Here are the Mulliken charges for atoms 1 to 2, given in e: number 1, C, carries -0.42; number 2, C, carries -0.67

[6]
DFT (wB97M-V/def2-TZVPD) results for C36H32FP2Pr as an isolated structure.

```
! wB97M-V def2-TZVPD RIJCOSX def2/J DEFGRID3
* xyz 2 3
C -0.40 -1.05 -2.34
C -0.48 0.36 -2.07
C 0.52 1.20 -2.63
C 1.46 0.70 -3.54
C 1.53 -0.68 -3.77
C 0.67 -1.56 -3.10
P -1.51 1.03 -0.70
C -1.95 2.71 -1.34
C -1.44 3.85 -0.69
C -1.59 5.10 -1.30
C -2.30 5.22 -2.51
C -2.89 4.10 -3.11
C -2.73 2.84 -2.50
Pr -0.12 1.25 2.10
P 1.59 -0.96 1.53
C 3.01 -0.34 0.52
C 3.86 -1.23 -0.16
C 4.81 -0.69 -1.03
C 4.77 0.66 -1.40
C 3.91 1.55 -0.75
C 3.03 1.06 0.21
C 1.62 -0.33 3.16
C 0.38 -0.34 3.88
C 0.18 0.67 4.86
C 1.24 1.47 5.31
C 2.48 1.42 4.66
C 2.66 0.58 3.56
C 1.01 -2.65 1.91
C -0.34 -3.00 1.58
C -0.69 -4.34 1.57
C 0.28 -5.32 1.90
C 1.61 -4.97 2.14
C 1.99 -3.62 2.16
C -3.05 0.09 -0.96
C -3.36 -0.49 -2.20
C -4.54 -1.23 -2.37
C -5.41 -1.37 -1.30
C -5.12 -0.79 -0.05
C -3.95 -0.05 0.13
H -0.34 -1.12 3.65
H -0.78 0.72 5.36
H 1.12 2.12 6.20
H 3.31 2.01 5.06
H 3.61 0.51 3.02
H 3.79 -2.29 -0.03
H 5.58 -1.33 -1.44
H 5.41 1.04 -2.20
H 3.96 2.62 -0.99
H 2.39 1.83 0.73
H -1.10 -2.22 1.36
H -1.71 -4.64 1.34
H -0.02 -6.37 1.93
H 2.36 -5.74 2.31
H 3.02 -3.31 2.38
H -2.70 -0.38 -3.05
H -4.75 -1.68 -3.34
H -6.32 -1.95 -1.42
H -5.82 -0.91 0.79
H -3.70 0.43 1.09
H -0.97 3.78 0.30
H -1.14 5.97 -0.84
H -2.37 6.20 -3.00
H -3.47 4.20 -4.03
H -3.24 1.98 -2.91
H 0.52 2.26 -2.33
H 2.13 1.38 -4.10
H 2.24 -1.02 -4.52
H 0.84 -2.65 -3.21
H -1.20 -1.70 -1.92
H 0.22 -1.18 0.05
H 0.56 -0.45 -0.30
F -2.15 1.05 2.68
*
```

Results
Expectation value of S² ... 2.006
Energy relative to the best compared isomer or geometry (same formula, charge and spin) ... 3.223 eV
Kohn-Sham gap (spin up / spin down) ... 0.2513 / 0.2542 Ha
Maximum force ... 3.645 eV/Å

Here are the Mulliken charges for atoms 1 to 2, given in e: number 1, C, carries -0.01; number 2, C, carries 0.21

Q: What is the formula in the first record?
A: CH10O3S2

Copy entry 1 word for word.
DFT (wB97M-V/def2-TZVPD) results for a 4-piece molecular cluster, CH10O3S2 overall.

```
! wB97M-V def2-TZVPD RIJCOSX def2/J DEFGRID3
* xyz 0 1
C -0.48 -0.08 2.43
S -1.20 0.77 0.98
S -0.45 -0.52 -0.57
H -0.96 0.48 3.23
H -0.76 -1.13 2.46
H 0.59 0.13 2.46
H 0.28 -1.17 0.33
O 4.15 2.42 -2.40
H 4.28 1.63 -2.93
H 4.36 2.12 -1.50
O -0.82 2.83 -1.65
H -0.16 2.83 -0.95
H -0.66 2.06 -2.20
O -0.51 -5.09 1.13
H 0.31 -5.21 0.64
H -0.81 -5.99 1.32
*
```

Results
Energy relative to the best compared isomer or geometry (same formula, charge and spin) ... 0.926 eV
Kohn-Sham gap ... 0.3148 Ha
Maximum force ... 1.347 eV/Å
SMILES ... CSS.O.O.O

Here are the Mulliken charges for atoms 1 to 2, given in e: number 1, C, carries -0.97; number 2, S, carries 0.03